Entry 1:
DFT (ωB97M-V/def2-TZVPD) results for a 7-piece molecular cluster, C11H37N12O11P overall.

Each line ends with the Löwdin charge.
CARTESIAN COORDINATES (ANGSTROEM)
1 C -3.76903 6.86545 -2.82407  -0.103
2 O -3.17019 5.71849 -3.38457  -0.182
3 C -1.90873 5.40240 -2.83563  -0.186
4 C -2.01329 4.63116 -1.51023  -0.146
5 O -1.21465 5.19817 -0.47225  -0.185
6 C -1.94446 5.93088 0.49924  -0.246
7 C -1.12373 6.20273 1.76000  -0.180
8 P 0.56623 6.79863 1.56381  0.391
9 O 1.23648 7.02392 2.83634  -0.255
10 O 0.45437 8.14979 0.71064  -0.110
11 O 1.34792 5.75507 0.64920  -0.138
12 H -3.47749 7.01781 -1.77905  0.068
13 H -4.85118 6.74409 -2.85492  0.091
14 H -3.49959 7.76462 -3.38815  0.091
15 H -1.40775 4.78258 -3.57773  0.126
16 H -1.30241 6.30625 -2.68636  0.125
17 H -1.68462 3.60555 -1.64871  0.127
18 H -3.06680 4.59928 -1.22182  0.128
19 H -2.29334 6.87684 0.06714  0.111
20 H -2.83764 5.36040 0.76985  0.126
21 H -1.62625 7.00584 2.30375  0.108
22 H -1.07572 5.33971 2.42342  0.107
23 H 0.44704 8.00658 -0.24177  0.080
24 H 0.76341 5.38774 -0.04821  0.079
25 C 3.67570 2.36236 0.56430  -0.648
26 O 2.64014 1.70819 0.66643  -0.007
27 N 3.64966 3.71363 0.44347  0.177
28 N 4.90414 1.77151 0.54534  0.168
29 H 4.47011 4.27426 0.31431  0.103
30 H 2.74865 4.16663 0.51432  0.073
31 H 4.94649 0.77085 0.61564  0.101
32 H 5.75861 2.28946 0.47089  0.097
33 C 0.82235 1.17202 -2.71327  -0.695
34 O 0.04098 0.82275 -3.58806  -0.004
35 N 1.89939 1.98633 -3.00633  0.138
36 N 0.71964 0.82696 -1.41360  0.174
37 H 2.56948 2.27387 -2.31729  0.072
38 H 2.02955 2.24813 -3.96489  0.090
39 H -0.00005 0.18182 -1.14185  0.097
40 H 1.37928 1.12946 -0.71127  0.048
41 C 1.81781 -1.94363 1.41161  -0.675
42 O 0.98615 -1.62741 0.56520  -0.003
43 N 1.82830 -3.15947 2.00594  0.172
44 N 2.79713 -1.06959 1.80663  0.152
45 H 2.52612 -3.45250 2.66543  0.080
46 H 1.12366 -3.82809 1.73633  0.055
47 H 2.84791 -0.18209 1.31996  0.047
48 H 3.45981 -1.29549 2.52378  0.090
49 C 4.11608 -5.58894 1.07131  -0.679
50 O 4.32182 -4.89251 2.05245  0.005
51 N 3.02833 -6.39923 0.95365  0.163
52 N 4.96921 -5.58762 -0.00247  0.143
53 H 2.84829 -6.95834 0.14225  0.092
54 H 2.35173 -6.39395 1.69912  0.078
55 H 5.77141 -4.98982 0.05121  0.097
56 H 4.82408 -6.14140 -0.82420  0.087
57 C -0.62861 -5.97053 1.19290  -0.654
58 O 0.28670 -5.64382 1.94502  -0.018
59 N -0.56493 -5.70429 -0.14627  0.163
60 N -1.74786 -6.59627 1.62305  0.173
61 H -1.30283 -5.92524 -0.78616  0.091
62 H 0.23132 -5.18850 -0.47512  0.103
63 H -1.81798 -6.79493 2.60366  0.109
64 H -2.52111 -6.86436 1.03741  0.058
65 C -5.38808 -8.10874 0.72030  -0.666
66 O -4.43891 -7.78035 1.41617  0.016
67 N -5.43949 -7.86630 -0.62284  0.154
68 N -6.47534 -8.74466 1.24220  0.155
69 H -6.21510 -8.12731 -1.20089  0.096
70 H -4.66298 -7.39076 -1.04040  0.100
71 H -6.46648 -8.93332 2.22705  0.106
72 H -7.26890 -9.02277 0.69768  0.095

Properties
E_HOMO, eV: -8.665
Lowest unoccupied orbital energy, eV: 0.31
Energy, a.u.: -2267.7435
SMILES string: COCCOCCP(=O)(O)O.NC(N)=O.NC(N)=O.NC(N)=O.NC(N)=O.NC(N)=O.NC(N)=O


Entry 2:
DFT (ωB97M-V/def2-TZVPD) results for a 8-piece molecular cluster, C11H38N2O13 overall.

Each line ends with the Löwdin charge.
CARTESIAN COORDINATES (ANGSTROEM)
1 C 2.78373 -0.06509 -0.85035  -0.199
2 C 1.34259 0.21919 -0.99583  -0.300
3 O 0.54424 -0.88497 -1.25665  -0.031
4 O 2.95065 -0.61237 0.46823  -0.061
5 H 3.35648 0.86294 -0.99853  0.126
6 H 2.97144 -0.84476 -1.56099  0.121
7 H 1.28375 0.92727 -1.78475  0.094
8 H 1.17961 0.71334 -0.04368  0.095
9 H -0.33171 -0.68882 -0.94459  0.067
10 H 3.31045 -1.49319 0.44445  0.089
11 C 1.04969 3.60819 2.02656  -0.236
12 C 2.33333 3.43070 1.30894  -0.235
13 O 2.21282 2.76399 0.04648  -0.075
14 O 0.11598 2.52254 2.18567  -0.102
15 H 0.43232 4.35210 1.53840  0.101
16 H 1.30065 3.92538 3.06867  0.132
17 H 3.00237 2.84289 2.02912  0.140
18 H 2.90166 4.37551 1.20088  0.125
19 H 1.47077 3.23247 -0.38654  0.084
20 H 0.45679 1.63677 1.88810  0.061
21 C 0.09758 -4.23475 -1.03216  -0.285
22 C -0.52812 -4.08602 -2.36706  -0.216
23 O -1.92037 -3.58752 -2.43603  -0.077
24 O -0.68335 -5.14573 -0.31227  -0.076
25 H 0.10542 -3.32098 -0.52412  0.079
26 H 1.15821 -4.55474 -1.20095  0.136
27 H -0.45105 -5.12940 -2.85128  0.144
28 H 0.06279 -3.38886 -2.94420  0.090
29 H -2.43993 -4.14052 -1.87356  0.058
30 H -1.21537 -4.72051 0.37294  0.002
31 C 1.05676 -0.04518 3.88205  -0.162
32 C -0.27994 -0.60758 4.39544  -0.228
33 O -1.38777 0.28197 4.24862  -0.046
34 O 1.16359 0.01098 2.42345  -0.133
35 H 1.98353 -0.60588 4.15423  0.133
36 H 1.23016 0.96467 4.30916  0.125
37 H -0.27879 -0.64479 5.50264  0.129
38 H -0.49892 -1.62193 4.01418  0.117
39 H -1.65457 0.18674 3.35165  0.039
40 H 1.95653 -0.43278 2.12371  0.063
41 C -2.37127 2.34644 -0.61611  -0.189
42 C -1.42333 3.03355 -1.54696  -0.190
43 O -0.69034 4.03317 -0.72923  -0.103
44 O -1.68121 1.44548 0.26489  -0.088
45 H -3.17739 1.81785 -1.16043  0.135
46 H -2.78615 3.13107 -0.02518  0.113
47 H -1.94343 3.49106 -2.38027  0.119
48 H -0.67476 2.39775 -2.00547  0.080
49 H -0.97110 4.95147 -0.94169  0.103
50 H -1.31895 1.98014 0.98032  0.058
51 O -1.90717 -3.76117 1.43756  -0.014
52 H -2.07887 -2.86044 1.11296  0.048
53 H -1.53215 -3.67330 2.29017  0.041
54 O -1.20852 -1.05649 1.25002  -0.082
55 H -0.40662 -0.77022 1.73649  0.016
56 H -1.49091 -0.17846 0.84155  0.039
57 C -0.88508 0.15380 -3.99765  -0.624
58 O -1.17653 1.35854 -3.79365  -0.029
59 N -1.90965 -0.77458 -4.08116  0.175
60 N 0.39573 -0.24632 -4.09192  0.169
61 H -1.81145 -1.75957 -4.06243  0.063
62 H -2.73586 -0.32847 -3.67285  0.114
63 H 1.11728 0.37947 -3.78118  0.096
64 H 0.52375 -1.11206 -3.64779  0.058

Properties
E_HOMO, eV: -9.638
Lowest unoccupied orbital energy, eV: 0.34
Energy, a.u.: -1529.4796
Energy relative to the best compared isomer or geometry (same formula, charge and spin), kcal/mol: 0.0
SMILES string: NC(N)=O.OCCO.OCCO.OCCO.OCCO.OCCO.O.O


Entry 3:
DFT (ωB97M-V/def2-TZVPD) results for a 8-piece molecular cluster, C11H38N2O8 overall.

Each line ends with the Löwdin charge.
CARTESIAN COORDINATES (ANGSTROEM)
1 C -2.54525 0.05263 2.15167  -0.077
2 C -3.96163 0.50269 2.43217  -0.341
3 O -4.80049 -0.62286 2.45346  -0.064
4 H -2.54297 -0.73285 1.34925  0.098
5 H -2.07492 -0.36013 3.01158  0.056
6 H -1.95238 0.91033 1.84831  0.057
7 H -4.35890 1.13395 1.67960  0.088
8 H -4.03086 1.18407 3.24890  0.104
9 H -5.67788 -0.26007 2.64467  0.090
10 C -0.20711 5.08797 0.65896  -0.090
11 C 0.78041 4.10569 1.22015  -0.321
12 O 0.11034 2.89202 1.52242  -0.116
13 H 0.16606 6.13016 0.68239  0.088
14 H -1.21659 5.03685 1.03502  0.062
15 H -0.58128 4.77995 -0.28959  0.046
16 H 1.19527 4.43188 2.15336  0.095
17 H 1.71748 3.95463 0.63454  0.121
18 H 0.75214 2.23554 1.86600  0.041
19 C -1.60795 -3.67704 -3.14677  -0.087
20 C -1.02420 -2.27566 -2.81548  -0.290
21 O -1.08847 -2.15739 -1.37796  -0.121
22 H -1.17052 -4.52893 -2.58183  0.080
23 H -1.60601 -3.83588 -4.15606  0.032
24 H -2.64218 -3.77185 -2.82251  0.069
25 H -1.65562 -1.55574 -3.35960  0.109
26 H -0.02656 -2.18096 -3.19201  0.073
27 H -0.71329 -1.28763 -1.04654  0.049
28 C 1.42387 -0.38819 2.34051  -0.555
29 O 2.08441 0.83762 1.92083  -0.161
30 N 1.58664 -0.86319 3.52210  0.146
31 N 0.54318 -1.09725 1.67869  0.187
32 H 2.29991 -0.32065 4.03204  0.136
33 H 1.41744 -1.87171 3.75331  0.149
34 H 0.19159 -0.64050 0.84574  0.061
35 H -0.04072 -1.80221 2.08882  0.118
36 C 4.58491 -1.12852 0.26676  -0.157
37 O 5.71267 -1.31526 1.07863  -0.086
38 H 4.61285 -0.20786 -0.30691  0.092
39 H 3.75160 -1.11832 0.91576  0.043
40 H 4.48042 -1.91626 -0.43643  0.058
41 H 5.61479 -2.05473 1.62387  0.042
42 C 2.18319 -3.55966 -2.71592  -0.212
43 O 2.36883 -2.27188 -2.33012  -0.095
44 H 2.72577 -4.34477 -2.19348  0.079
45 H 2.37243 -3.69085 -3.79289  0.097
46 H 1.15027 -3.90088 -2.57552  0.059
47 H 2.06185 -2.22030 -1.42652  0.068
48 C 1.21983 0.83299 -1.13337  -0.106
49 O 0.01349 0.29907 -0.65900  -0.160
50 H 2.04948 0.09903 -0.83269  0.090
51 H 1.49306 1.70504 -0.60032  0.053
52 H 1.30798 0.96318 -2.22218  0.094
53 H -0.66021 0.94041 -0.49060  0.035
54 C -2.72792 2.22574 -1.71229  -0.115
55 O -1.91282 2.27442 -0.54088  -0.175
56 H -3.33075 3.13223 -1.80563  0.090
57 H -3.27296 1.28777 -1.63879  0.084
58 H -2.06713 2.08722 -2.53530  0.070
59 H -2.47459 2.83687 0.07772  0.120

Properties
E_HOMO, eV: -9.354
Lowest unoccupied orbital energy, eV: 0.45
Energy, a.u.: -1153.1756
Energy relative to the best compared isomer or geometry (same formula, charge and spin), kcal/mol: 64.6
SMILES string: NC(N)=O.CCO.CCO.CCO.CO.CO.CO.CO


Entry 4:
DFT (ωB97M-V/def2-TZVPD) results for a 8-piece molecular cluster, C11H38N4O8 overall.

Each line ends with the Löwdin charge.
CARTESIAN COORDINATES (ANGSTROEM)
1 C 1.55262 -3.54544 0.56162  -0.103
2 C 2.56262 -3.60744 -0.46738  -0.285
3 O 2.95262 -2.39644 -1.18538  -0.088
4 H 1.90962 -2.82344 1.29862  0.061
5 H 1.43362 -4.49644 0.97562  0.074
6 H 0.54062 -3.28244 0.24462  0.067
7 H 2.15262 -4.29244 -1.26138  0.136
8 H 3.49362 -4.01444 -0.03538  0.123
9 H 3.87062 -2.21844 -1.07938  0.069
10 C -2.84638 -3.38344 -0.38138  -0.113
11 C -2.57438 -2.47644 -1.47438  -0.379
12 O -1.44438 -2.83144 -2.19438  -0.060
13 H -3.27438 -4.30544 -0.67538  0.069
14 H -3.49938 -2.92644 0.33062  0.075
15 H -1.90338 -3.49444 0.12762  0.046
16 H -2.51438 -1.49644 -0.92938  0.112
17 H -3.46738 -2.45244 -2.10838  0.119
18 H -0.91238 -2.03144 -2.33738  0.023
19 C 3.08162 2.91256 -1.75938  -0.100
20 C 1.79262 3.55656 -1.59038  -0.341
21 O 1.02862 3.00756 -0.53738  -0.074
22 H 3.72662 2.90256 -0.75938  0.124
23 H 3.66662 3.24256 -2.57538  0.057
24 H 2.89262 1.83156 -1.99338  0.083
25 H 1.16762 3.54956 -2.43938  0.116
26 H 2.07562 4.52256 -1.38338  0.087
27 H 0.62262 2.27956 -0.95238  0.000
28 C -1.66238 2.67756 1.75162  -0.687
29 O -2.94438 2.68956 1.41662  -0.063
30 N -0.94138 3.73356 1.50462  0.154
31 N -0.98738 1.65856 2.12162  0.164
32 H -1.53538 4.53556 1.20362  0.145
33 H 0.07762 3.85656 1.87262  0.166
34 H -1.48638 0.74856 2.29962  0.111
35 H -0.25738 1.72956 2.79162  0.110
36 C 0.01662 0.04456 -1.41338  -0.646
37 O -0.23138 -0.43644 -2.66838  -0.102
38 N 1.00762 -0.39444 -0.72138  0.190
39 N -0.78138 0.78156 -0.72638  0.179
40 H 1.61362 -1.07444 -1.21038  0.097
41 H 1.26962 -0.12644 0.27162  0.095
42 H -1.70338 0.99856 -1.11238  0.095
43 H -0.61338 1.03356 0.23662  0.075
44 C 2.71762 -0.47444 2.49962  -0.152
45 O 1.85162 0.38256 1.86062  -0.145
46 H 3.18762 -1.08144 1.75862  0.066
47 H 2.16962 -1.09344 3.21662  0.090
48 H 3.46262 0.09156 3.08662  0.103
49 H 2.20962 1.24856 1.93962  0.082
50 C -0.91238 -1.63444 1.89862  -0.150
51 O -1.86038 -1.01944 2.77462  -0.136
52 H -1.29338 -1.40744 0.92762  0.044
53 H -0.91038 -2.75144 1.96062  0.093
54 H 0.14962 -1.24644 1.87562  0.065
55 H -2.40938 -1.68744 3.25162  0.118
56 C -2.80438 2.90656 -2.03638  -0.139
57 O -3.48738 1.97456 -1.20538  -0.146
58 H -1.72438 2.70656 -1.82938  0.059
59 H -2.92138 3.88456 -1.62738  0.067
60 H -3.01738 2.77956 -3.09538  0.089
61 H -3.33538 2.23556 -0.29338  0.008

Properties
E_HOMO, eV: -8.971
Lowest unoccupied orbital energy, eV: -0.18
Energy, a.u.: -1262.7388
Energy relative to the best compared isomer or geometry (same formula, charge and spin), kcal/mol: 130.3
SMILES string: NC(N)=O.NC(N)=O.CCO.CCO.CCO.CO.CO.CO